No. 1
{
  "formula": "C19H16N4OS2",
  "method": "the ωB97M-V functional and the def2-TZVPD basis",
  "de_lowest_kcal_mol": 0.0,
  "total_energy_ha": -1824.33666,
  "smiles": "Cc1ccc(-c2csc(NC(=O)CSc3nc4ccccc4[nH]3)n2)cc1",
  "gap_ev": 8.36,
  "species": ["C", "C", "C", "C", "C", "C", "C", "H", "H", "C", "C", "S", "C", "N", "N", "C", "O", "C", "H", "H", "S", "C", "N", "C", "C", "C", "C", "C", "C", "N", "H", "H", "H", "H", "H", "H", "H", "H", "H", "H", "H", "H"],
  "xyz": [[-5.824, -0.378, -0.720], [-4.424, 0.091, -0.467], [-4.037, 0.526, 0.795], [-2.753, 0.978, 1.031], [-1.815, 1.007, 0.001], [-2.201, 0.570, -1.265], [-3.485, 0.120, -1.492], [-3.768, -0.216, -2.480], [-1.472, 0.586, -2.060], [-0.446, 1.449, 0.220], [0.057, 2.080, 1.323], [1.750, 2.369, 1.175], [1.655, 1.602, -0.390], [0.489, 1.201, -0.746], [2.786, 1.363, -1.134], [4.032, 1.566, -0.611], [4.204, 2.219, 0.395], [5.133, 0.827, -1.329], [6.059, 1.397, -1.330], [4.859, 0.508, -2.332], [5.493, -0.664, -0.305], [3.839, -1.153, 0.008], [2.955, -1.430, -0.905], [1.780, -1.630, -0.225], [0.505, -1.917, -0.701], [-0.511, -2.014, 0.223], [-0.283, -1.831, 1.589], [0.974, -1.555, 2.085], [2.003, -1.458, 1.162], [3.338, -1.162, 1.278], [3.853, -0.952, 2.117], [1.150, -1.408, 3.140], [-1.117, -1.901, 2.271], [-1.516, -2.223, -0.112], [0.331, -2.045, -1.757], [2.650, 0.741, -1.922], [-0.461, 2.398, 2.204], [-2.475, 1.297, 2.024], [-4.752, 0.506, 1.606], [-6.256, -0.816, 0.177], [-6.450, 0.465, -1.017], [-5.849, -1.113, -1.521]]
}

***

No. 2
{
  "formula": "C19H16NO3PPdS",
  "method": "the ωB97M-V functional and the def2-TZVPD basis",
  "charge": 1,
  "spin_multiplicity": 2,
  "s2": 0.767,
  "de_lowest_kcal_mol": 0.0,
  "total_energy_ha": -1881.27514,
  "gap_ev": [8.44, 5.99],
  "species": ["Pd", "O", "C", "O", "C", "P", "C", "C", "C", "C", "C", "C", "C", "C", "C", "C", "C", "C", "H", "H", "H", "H", "H", "H", "H", "H", "H", "H", "H", "H", "O", "N", "C", "C", "C", "C", "C", "S", "H", "H", "H", "H"],
  "xyz": [[-0.438, 0.706, 0.041], [-2.479, 1.222, 3.511], [-2.218, 1.005, 2.363], [-1.031, 1.260, 1.827], [-3.256, 0.461, 1.391], [-2.426, -0.378, 0.016], [-3.465, -0.256, -1.438], [-4.837, -0.064, -1.273], [-5.667, -0.033, -2.382], [-5.134, -0.193, -3.654], [-3.769, -0.384, -3.821], [-2.934, -0.415, -2.717], [-2.197, -2.106, 0.439], [-2.835, -3.116, -0.274], [-2.664, -4.438, 0.112], [-1.867, -4.745, 1.204], [-1.229, -3.736, 1.917], [-1.385, -2.416, 1.534], [-3.784, 1.328, 0.985], [-3.970, -0.172, 1.916], [-5.269, 0.055, -0.287], [-6.730, 0.117, -2.251], [-5.784, -0.164, -4.518], [-3.354, -0.502, -4.812], [-1.869, -0.552, -2.861], [-3.464, -2.876, -1.122], [-3.158, -5.226, -0.439], [-1.740, -5.777, 1.505], [-0.611, -3.979, 2.770], [-0.880, -1.630, 2.086], [1.362, 1.724, 0.053], [2.348, 1.075, -0.538], [3.590, 1.589, -0.397], [4.662, 0.984, -0.998], [4.470, -0.171, -1.753], [3.202, -0.687, -1.879], [2.122, -0.049, -1.268], [0.493, -0.639, -1.442], [3.631, 2.477, 0.215], [5.644, 1.414, -0.868], [5.309, -0.661, -2.227], [3.008, -1.587, -2.445]]
}

***

No. 3
{
  "formula": "C19H17AsBr4N2O2PdS",
  "method": "the ωB97M-V functional and the def2-TZVPD basis",
  "charge": 2,
  "spin_multiplicity": 5,
  "s2": 6.024,
  "de_lowest_kcal_mol": 0.0,
  "total_energy_ha": -14051.49588,
  "gap_ev": [7.29, 5.21],
  "species": ["Pd", "Br", "C", "C", "Br", "C", "Br", "C", "O", "C", "O", "C", "Br", "C", "As", "C", "C", "C", "C", "C", "C", "C", "C", "H", "H", "H", "H", "H", "H", "H", "H", "H", "H", "H", "H", "H", "S", "C", "N", "C", "C", "C", "N", "H", "H", "H", "H"],
  "xyz": [[-1.387, -0.173, 0.022], [3.919, -4.047, -2.762], [2.516, -2.857, -2.579], [2.174, -1.991, -3.604], [3.100, -2.000, -5.208], [1.100, -1.063, -3.434], [0.635, 0.127, -4.734], [0.335, -1.010, -2.217], [-0.604, -0.200, -2.051], [0.686, -1.937, -1.136], [0.042, -1.904, -0.066], [1.783, -2.843, -1.345], [2.196, -3.947, 0.038], [-1.503, 1.000, 3.747], [-0.452, 0.246, 2.312], [0.292, -1.345, 3.104], [1.090, 1.434, 2.173], [2.122, 0.832, 1.259], [2.052, 1.080, -0.111], [2.981, 0.525, -0.981], [3.986, -0.300, -0.491], [4.062, -0.551, 0.872], [3.140, 0.018, 1.742], [-0.856, 1.165, 4.608], [-2.294, 0.302, 4.017], [-1.947, 1.944, 3.438], [0.729, -1.087, 4.069], [1.052, -1.760, 2.446], [-0.503, -2.076, 3.243], [1.444, 1.594, 3.193], [0.739, 2.386, 1.774], [1.290, 1.753, -0.495], [2.948, 0.771, -2.036], [4.727, -0.714, -1.163], [4.856, -1.172, 1.265], [3.227, -0.163, 2.807], [-3.426, -1.264, -0.839], [-3.952, 0.332, -0.942], [-5.170, 0.691, -1.424], [-5.582, 1.976, -1.478], [-4.749, 2.964, -1.043], [-3.496, 2.565, -0.564], [-3.114, 1.302, -0.516], [-5.786, -0.048, -1.750], [-6.574, 2.146, -1.875], [-5.046, 4.000, -1.069], [-2.780, 3.299, -0.214]]
}

***

No. 4
{
  "formula": "C19H17CaF5N2",
  "method": "the ωB97M-V functional and the def2-TZVPD basis",
  "total_energy_ha": -2020.57822,
  "gap_ev": 5.80,
  "species": ["C", "C", "H", "H", "H", "H", "H", "H", "C", "C", "C", "C", "H", "H", "H", "H", "N", "C", "C", "N", "C", "C", "C", "H", "H", "C", "H", "H", "Ca", "C", "H", "H", "H", "F", "C", "C", "C", "F", "C", "F", "C", "F", "C", "F"],
  "xyz": [[2.769, -0.990, -1.195], [1.855, -1.964, -2.055], [2.524, 0.069, -1.359], [3.798, -1.118, -1.547], [2.820, -1.244, -0.122], [0.966, -1.485, -2.501], [2.458, -2.280, -2.915], [1.578, -2.879, -1.511], [1.573, 2.297, -0.175], [1.483, 3.676, 0.042], [0.229, 4.284, -0.024], [-0.885, 3.497, -0.310], [2.539, 1.785, -0.110], [2.391, 4.234, 0.261], [0.108, 5.350, 0.154], [-1.885, 3.917, -0.341], [0.502, 1.538, -0.481], [-0.730, 2.114, -0.527], [-1.908, 1.219, -0.698], [-1.684, -0.121, -0.675], [-2.726, -0.969, -0.634], [-4.302, 0.836, -0.790], [-4.056, -0.536, -0.709], [-2.465, -2.024, -0.530], [-4.852, -1.275, -0.698], [-3.223, 1.718, -0.788], [-3.368, 2.794, -0.845], [-5.317, 1.223, -0.847], [0.666, -1.008, -0.358], [-0.423, -3.212, 0.046], [-1.109, -3.515, -0.757], [-0.985, -3.055, 0.979], [0.347, -3.979, 0.204], [-0.918, 1.424, 2.599], [0.067, 0.576, 2.993], [0.624, -0.327, 2.123], [1.589, -1.186, 2.580], [2.146, -2.140, 1.724], [2.048, -1.166, 3.906], [2.993, -2.037, 4.310], [1.505, -0.229, 4.782], [1.939, -0.163, 6.058], [0.511, 0.641, 4.329], [-0.020, 1.547, 5.173]]
}

***

No. 5
{
  "formula": "C19H17CaF5N2S",
  "method": "the ωB97M-V functional and the def2-TZVPD basis",
  "de_lowest_kcal_mol": 153.8,
  "total_energy_ha": -2418.58214,
  "gap_ev": [4.07, 4.07],
  "species": ["C", "C", "H", "H", "H", "H", "H", "H", "C", "C", "C", "C", "H", "H", "H", "H", "N", "C", "C", "N", "C", "C", "C", "H", "H", "C", "H", "H", "Ca", "C", "H", "H", "H", "F", "C", "C", "F", "C", "F", "C", "S", "C", "F", "C", "F"],
  "xyz": [[-2.315, -1.360, 1.091], [-2.724, 0.868, -2.453], [-1.747, -2.221, 0.895], [-3.340, -1.779, 1.224], [-2.089, -1.090, 2.133], [-2.262, 0.604, -3.396], [-3.887, 0.700, -2.690], [-2.844, 1.919, -2.596], [0.031, -3.053, -0.991], [1.016, -4.045, -1.008], [2.237, -3.751, -1.572], [2.434, -2.455, -2.088], [-0.986, -3.309, -0.573], [0.773, -5.032, -0.591], [3.044, -4.477, -1.652], [3.363, -2.174, -2.598], [0.209, -1.822, -1.415], [1.410, -1.479, -1.971], [1.593, -0.094, -2.419], [0.636, 0.813, -2.135], [0.816, 2.070, -2.489], [2.987, 1.643, -3.442], [1.991, 2.544, -3.126], [0.000, 2.782, -2.230], [2.086, 3.611, -3.346], [2.763, 0.298, -3.116], [3.502, -0.486, -3.392], [3.914, 1.927, -3.917], [-1.508, -0.007, -0.689], [-1.304, 2.829, -0.021], [-1.792, 3.377, -0.840], [-0.245, 3.146, 0.117], [-1.848, 2.811, 0.925], [-1.453, 1.300, 6.694], [-0.982, 0.932, 5.488], [-0.387, 1.879, 4.648], [-0.381, 3.179, 5.000], [0.146, 1.488, 3.427], [0.688, 2.433, 2.624], [0.060, 0.161, 2.943], [0.616, -0.199, 1.383], [-0.588, -0.760, 3.825], [-0.830, -2.036, 3.429], [-1.087, -0.391, 5.065], [-1.716, -1.295, 5.846]]
}

***

Repeat the first record exactly.
{
  "formula": "C19H16N4OS2",
  "method": "the ωB97M-V functional and the def2-TZVPD basis",
  "de_lowest_kcal_mol": 0.0,
  "total_energy_ha": -1824.33666,
  "smiles": "Cc1ccc(-c2csc(NC(=O)CSc3nc4ccccc4[nH]3)n2)cc1",
  "gap_ev": 8.36,
  "species": ["C", "C", "C", "C", "C", "C", "C", "H", "H", "C", "C", "S", "C", "N", "N", "C", "O", "C", "H", "H", "S", "C", "N", "C", "C", "C", "C", "C", "C", "N", "H", "H", "H", "H", "H", "H", "H", "H", "H", "H", "H", "H"],
  "xyz": [[-5.824, -0.378, -0.720], [-4.424, 0.091, -0.467], [-4.037, 0.526, 0.795], [-2.753, 0.978, 1.031], [-1.815, 1.007, 0.001], [-2.201, 0.570, -1.265], [-3.485, 0.120, -1.492], [-3.768, -0.216, -2.480], [-1.472, 0.586, -2.060], [-0.446, 1.449, 0.220], [0.057, 2.080, 1.323], [1.750, 2.369, 1.175], [1.655, 1.602, -0.390], [0.489, 1.201, -0.746], [2.786, 1.363, -1.134], [4.032, 1.566, -0.611], [4.204, 2.219, 0.395], [5.133, 0.827, -1.329], [6.059, 1.397, -1.330], [4.859, 0.508, -2.332], [5.493, -0.664, -0.305], [3.839, -1.153, 0.008], [2.955, -1.430, -0.905], [1.780, -1.630, -0.225], [0.505, -1.917, -0.701], [-0.511, -2.014, 0.223], [-0.283, -1.831, 1.589], [0.974, -1.555, 2.085], [2.003, -1.458, 1.162], [3.338, -1.162, 1.278], [3.853, -0.952, 2.117], [1.150, -1.408, 3.140], [-1.117, -1.901, 2.271], [-1.516, -2.223, -0.112], [0.331, -2.045, -1.757], [2.650, 0.741, -1.922], [-0.461, 2.398, 2.204], [-2.475, 1.297, 2.024], [-4.752, 0.506, 1.606], [-6.256, -0.816, 0.177], [-6.450, 0.465, -1.017], [-5.849, -1.113, -1.521]]
}